# C4H11NO2

A 2-piece molecular cluster, C4H11NO2 overall in a non-equilibrium geometry (the ωB97M-V functional and the def2-TZVPD basis, the OMol25 dataset).

XYZ file:
```
18
Properties=species:S:1:pos:R:3:forces:R:3:lowdin_charge:R:1
C -0.2700 -3.0300 -1.0171 -0.1 1.0 -1.3 0.0081
C -1.0683 -2.1184 -0.1579 -0.5 0.3 0.2 -0.5559
O -1.1938 -2.1566 1.0272 0.0 -0.3 0.1 0.1273
O -1.6261 -1.1013 -0.9031 0.2 0.2 -0.7 0.0436
H 0.4216 -2.4224 -1.5935 0.1 0.3 0.0 0.0937
H -0.8963 -3.4764 -1.7857 -0.2 -0.2 0.1 0.0930
H 0.3045 -3.7438 -0.5151 0.5 -1.1 1.1 0.0665
H -2.5794 -1.1034 -1.0406 0.0 -0.2 0.6 0.1172
C 0.2563 2.8004 0.0634 0.6 0.3 0.4 -0.1137
C 0.3137 1.5296 0.8931 -0.2 0.4 0.4 -0.3554
N 1.6338 0.9595 0.9028 0.3 -0.6 -0.4 -0.0155
H 0.8535 3.5871 0.5392 0.0 -0.1 0.0 0.0703
H -0.7473 3.2011 0.0027 -0.3 -0.1 -0.3 0.0644
H 0.6987 2.6573 -0.9186 -0.3 -0.1 -0.3 0.0657
H 0.0251 1.7991 1.9139 0.0 0.0 0.1 0.1040
H -0.4556 0.8286 0.5610 0.1 -0.1 -0.2 0.0770
H 2.3649 1.3242 0.3230 -0.2 0.3 0.0 0.0545
H 1.9645 0.4654 1.7052 -0.1 0.0 0.2 0.0554
```
Forces are in eV/Å.

Output
- Energy above the lowest of the compared OMol25 structures with the same formula, charge and spin: 26.8 kcal/mol
- SMILES string: CC(=O)O.CCN
- Highest occupied orbital energy: -8.430 eV
- Spin multiplicity: 1
- Gap between HOMO and LUMO: 9.12 eV

# C9H19ClN3O

C9H19ClN3O as an isolated structure in a non-equilibrium geometry (the ωB97M-V functional and the def2-TZVPD basis, the OMol25 dataset).

XYZ file:
```
33
Properties=species:S:1:pos:R:3:forces:R:3:lowdin_charge:R:1
C -0.6505 1.4342 -0.7449 -0.2 0.7 -0.1 0.0117
C -2.0662 0.9719 -0.9249 -0.7 0.8 -1.2 -0.3496
O -2.7169 1.1916 -1.9289 1.0 -0.9 2.4 0.1497
N -2.6690 0.2206 0.2601 -4.3 8.9 -2.5 -0.0797
H -2.0693 -0.5626 0.4768 0.4 0.1 0.5 -0.2822
H -2.6423 0.8402 1.0573 0.2 0.7 0.3 0.1595
C -4.1430 -0.0020 0.0115 0.6 -1.3 1.2 -0.0131
H 0.0926 0.6368 -0.7514 -1.4 0.8 -0.2 0.0147
H -0.4732 2.0009 0.1692 -0.4 0.1 0.1 0.1065
H -0.4490 2.0736 -1.6043 0.1 0.1 0.1 0.1138
H -4.7267 0.9114 -0.1027 0.6 0.0 -0.5 0.1077
H -4.4566 -0.4369 0.9605 -0.3 -0.4 -0.2 0.0962
H -4.2218 -0.7372 -0.7893 -0.3 0.4 0.1 0.0996
C 4.3338 0.4207 -0.6037 0.5 -1.5 1.0 -0.0615
C 2.9281 0.8544 -0.9018 0.8 1.7 -1.3 -0.2023
N 1.8861 -0.0076 -0.4545 -1.2 -0.9 3.4 -0.0931
C 1.0681 -0.8108 -1.1786 -0.8 -2.1 1.4 -0.0293
C 0.1775 -1.4435 -0.2697 6.9 0.4 -3.3 -0.2631
N 0.4570 -1.0073 1.0189 2.6 1.4 -1.9 -0.0919
C 1.4561 -0.1158 0.8562 1.3 0.1 -0.1 -0.0134
C -0.2291 -1.3309 2.2940 0.2 0.8 0.3 -0.0588
H 5.0730 1.1718 -0.8820 -0.1 -0.1 0.1 0.0948
H 4.6025 -0.5536 -1.0119 -0.2 0.2 -1.1 0.0871
H 4.4509 0.0802 0.4251 0.0 1.0 0.6 0.0769
H 2.8625 1.0024 -1.9798 -0.4 -0.5 -0.2 0.1359
H 2.7461 1.8758 -0.5676 0.0 -0.1 0.6 0.1340
H 1.1317 -0.8758 -2.2547 0.0 -0.2 0.2 0.1526
H -0.5953 -2.1843 -0.4128 3.9 -1.0 -2.6 -0.1317
H 1.9393 0.3553 1.6994 0.0 0.2 -0.2 0.1664
H 0.3505 -1.0613 3.1769 0.7 -0.5 -0.3 0.1068
H -0.5919 -2.3554 2.2108 0.5 0.3 0.8 0.0711
H -1.0847 -0.6605 2.3748 -0.1 -0.3 0.0 0.0700
Cl -1.7705 -1.8961 0.3723 -9.8 -8.9 2.9 0.7147
```
Forces are in eV/Å.

Output
- Energy above the lowest of the compared OMol25 structures with the same formula, charge and spin: 159.3 kcal/mol
- Highest occupied orbital energy: -11.239 eV
- Spin multiplicity: 1
- Charge: +1
- Gap between HOMO and LUMO: 8.17 eV

# C28H21F3O3S

A 2-piece molecular cluster, C28H21F3O3S overall in a non-equilibrium geometry (the ωB97M-V functional and the def2-TZVPD basis, the OMol25 dataset).

XYZ file:
```
56
Properties=species:S:1:pos:R:3:forces:R:3:lowdin_charge:R:1
C 1.2611 4.8511 3.4727 0.0 0.0 -0.1 -0.0919
C 2.3779 4.7432 2.6398 -0.2 -0.2 -0.1 -0.0806
C 2.4481 3.7160 1.6990 -0.1 -0.1 -0.1 -0.0556
C 1.4007 2.7946 1.6080 -0.3 0.3 0.1 -0.2705
S 1.6065 1.3081 0.6181 -0.2 0.6 0.3 0.6366
C 0.8925 1.5726 -0.9275 0.3 0.1 -0.5 -0.1653
C 1.7409 1.5498 -2.0888 -0.4 0.2 1.0 -0.4784
O 1.6988 2.4258 -2.9768 0.0 -0.9 -0.4 -0.0242
C 2.7001 0.3724 -2.1439 0.3 -0.1 -0.3 -0.1806
C 2.4693 -0.8570 -1.4929 -0.1 -0.1 -0.3 -0.0478
C 3.4108 -1.8882 -1.5415 0.2 0.4 -0.1 -0.0741
C 4.6071 -1.7039 -2.2463 -0.2 0.1 -0.2 -0.0899
C 4.8103 -0.5156 -2.9561 0.0 0.2 0.1 -0.0905
C 3.8713 0.5153 -2.8839 0.1 -0.2 -0.1 -0.0423
O 3.0483 1.2273 0.5282 0.0 -0.6 -0.2 -0.3169
O 0.8511 0.3087 1.3376 0.1 -0.4 0.2 -0.3408
C 0.2627 2.9285 2.4037 0.1 0.1 -0.1 -0.0683
C 0.1906 3.9671 3.3331 0.1 -0.2 -0.2 -0.0855
H 1.2245 5.6283 4.2369 0.0 -0.1 -0.2 0.1003
H 3.2060 5.4440 2.7196 -0.2 -0.1 0.1 0.1018
H 3.3165 3.6064 1.0446 -0.3 0.0 0.3 0.1158
H -0.0007 2.1887 -0.8880 0.3 0.2 -0.1 0.0751
H 1.5342 -1.0394 -0.9592 0.3 0.3 -0.1 0.1091
H 3.2248 -2.8279 -1.0160 0.0 0.3 -0.1 0.1060
H 5.3764 -2.4811 -2.2547 -0.3 0.2 0.0 0.1000
H 5.7048 -0.3650 -3.5663 -0.2 -0.1 0.3 0.1011
H 4.0220 1.4596 -3.4035 0.1 -0.2 0.1 0.1193
H -0.5505 2.2077 2.3009 0.3 0.2 0.1 0.1118
H -0.7019 4.0568 3.9472 0.2 0.1 0.0 0.1003
F -1.7237 6.1067 -6.7473 -1.0 -0.9 0.1 0.1277
C -2.7677 5.2270 -6.6253 -0.5 1.2 -0.7 -0.5166
F -3.7179 5.8264 -5.8540 0.8 -0.5 -0.7 0.1299
F -3.3002 5.0668 -7.8810 0.4 0.2 1.1 0.1261
C -2.3170 3.9170 -6.0654 0.0 -0.6 0.2 -0.0929
C -3.1019 3.2057 -5.1499 0.0 0.1 0.1 0.0140
C -2.5679 2.0917 -4.5203 0.8 -0.4 0.3 0.0303
C -1.2469 1.6121 -4.8379 -0.7 1.5 -0.5 -0.1568
C -0.6801 0.5567 -4.0793 -0.4 -1.1 -0.4 0.1216
C 0.3478 -0.3229 -4.5259 0.7 -0.1 -0.1 -0.1904
C 0.2636 -1.7095 -4.2149 0.0 0.4 0.6 -0.0006
C 1.2615 -2.5931 -4.5878 -0.2 0.0 0.0 -0.0556
C 2.3866 -2.1304 -5.2817 -0.1 0.2 0.1 -0.0320
C 2.4910 -0.7757 -5.6102 0.0 -0.2 0.0 -0.0530
C 1.4879 0.1090 -5.2604 0.0 0.1 0.2 -0.0172
C -0.6021 2.2379 -5.9488 0.2 -0.2 0.3 0.0378
C -1.1100 3.3885 -6.5197 0.0 0.0 0.1 0.0202
H -4.1102 3.5486 -4.9107 0.4 0.0 0.0 0.1321
H -3.1466 1.5511 -3.7554 0.3 0.4 -0.4 0.1315
H -1.2135 0.2685 -3.1615 0.1 0.0 -0.5 0.1430
H -0.6075 -2.0440 -3.6478 0.3 -0.1 -0.1 0.1261
H 1.1785 -3.6449 -4.3081 0.0 0.3 -0.1 0.1165
H 3.1948 -2.8198 -5.5349 -0.3 0.2 0.1 0.1191
H 3.3897 -0.3954 -6.0997 -0.3 -0.2 0.1 0.1220
H 1.6385 1.1644 -5.4587 0.1 -0.3 0.3 0.1016
H 0.3376 1.8588 -6.3472 -0.6 0.2 0.2 0.1035
H -0.5583 3.8931 -7.3123 -0.1 -0.1 0.3 0.1378
```
Forces are in eV/Å.

Output
- Energy above the lowest of the compared OMol25 structures with the same formula, charge and spin: 13.0 kcal/mol
- Highest occupied orbital energy: -6.945 eV
- Spin multiplicity: 1
- Gap between HOMO and LUMO: 3.55 eV

Look up the highest occupied orbital energy of the second one.
-11.239 eV